This record from OMol25 describes C17H21NO7 in the gas phase. The level of theory is ωB97M-V/def2-TZVPD.

Structure (XYZ):
```
46
Properties=species:S:1:pos:R:3:forces:R:3
C 5.5501 0.6150 -1.8385 -0.275 0.115 0.307
C 4.8888 1.5121 -0.7954 0.323 0.112 -0.347
H 4.3792 2.3581 -1.2735 0.033 -0.045 0.107
H 5.6484 1.9090 -0.1159 -0.137 0.025 -0.118
O 4.0050 0.8050 0.0489 -0.311 -0.200 0.125
C 2.7792 0.4421 -0.4044 -0.088 -0.094 0.227
C 2.2285 0.7865 -1.6280 0.222 0.071 0.128
C 0.9542 0.3661 -1.9690 -0.315 -0.229 0.095
C 0.2173 -0.4244 -1.1021 0.366 0.397 -0.054
C 0.7515 -0.7606 0.1452 0.123 -0.005 0.033
C 2.0165 -0.3349 0.5057 0.252 0.030 -0.103
O 2.6496 -0.6147 1.6722 0.063 0.206 -0.273
C 1.9728 -1.2963 2.7104 -0.217 -0.100 0.418
C 1.0096 -0.4020 3.4838 0.222 -0.105 -0.362
H 0.6192 -0.9464 4.3394 -0.067 -0.057 0.109
H 0.1754 -0.0836 2.8651 -0.072 0.039 0.009
H 1.5375 0.4802 3.8374 0.050 0.072 0.074
H 1.4576 -2.1847 2.3234 0.094 0.039 -0.001
H 2.7793 -1.6307 3.3703 -0.146 -0.040 -0.124
H 0.1500 -1.3061 0.8550 -0.030 -0.029 0.127
C -1.1406 -0.8423 -1.5265 0.107 -0.123 -0.130
O -1.8407 -0.1670 -2.2589 -0.004 0.072 -0.189
N -1.5300 -2.0766 -1.0879 0.006 -0.251 0.161
H -0.9707 -2.5309 -0.3829 0.032 0.044 -0.127
C -2.9064 -2.5133 -1.2066 -0.147 0.269 0.086
C -3.6325 -1.8611 -0.0340 0.087 -0.730 -0.021
O -3.8474 -2.3652 1.0327 -0.065 0.044 -0.014
O -3.8768 -0.5877 -0.3516 -0.249 0.528 -0.288
C -4.0584 0.3667 0.6922 0.003 0.160 0.398
C -4.6036 1.6479 0.0851 0.250 -0.206 -0.060
H -5.0868 2.2521 0.8527 0.007 -0.026 0.010
H -5.3009 1.4470 -0.7234 -0.092 0.021 0.019
C -3.3184 2.3140 -0.4184 -0.392 0.151 -0.548
H -3.0471 1.9479 -1.4147 -0.030 0.098 0.137
H -3.3492 3.4033 -0.4107 -0.001 -0.114 0.008
O -2.2947 1.9016 0.4849 0.539 0.407 0.116
C -2.6268 0.7843 1.1108 -0.623 -0.686 0.247
O -1.8993 0.1742 1.8384 0.152 0.014 0.067
H -4.6270 -0.0710 1.5168 0.155 0.137 -0.112
H -2.9635 -3.5997 -1.1572 -0.048 0.129 0.041
H -3.3000 -2.1284 -2.1493 0.016 -0.147 0.094
H 0.5246 0.6408 -2.9197 -0.050 0.035 -0.072
H 2.7793 1.3924 -2.3294 0.114 0.033 -0.032
H 4.8100 0.1877 -2.5105 -0.008 -0.041 -0.097
H 6.0728 -0.1987 -1.3423 0.069 -0.069 0.018
H 6.2642 1.1923 -2.4194 0.080 0.049 -0.087
```
Forces are in eV/Å.

Summary:
HOMO (eV): -7.99
Max |F| (eV/A): 1.0
Energy relative to the best compared isomer or geometry (same formula, charge and spin) (eV): 1.2764



This record from OMol25 describes C16H45AgClN3O7 as an isolated structure. The level of theory is ωB97M-V/def2-TZVPD.

Structure (XYZ):
```
73
Properties=species:S:1:pos:R:3:forces:R:3
Ag 2.5739 -0.8632 2.6394 -0.260 1.152 -0.463
Cl 0.9294 -0.2857 0.4672 0.152 -0.142 -0.042
C -4.5339 1.7061 -1.5587 1.356 -0.378 -1.148
C -3.5307 1.4298 -0.4014 -1.976 -2.131 -1.100
C -4.1868 0.9611 0.8714 0.183 -1.729 0.893
O -4.8544 -0.3250 0.7262 0.125 0.961 0.472
C -5.4572 -0.8475 1.9895 0.287 0.025 -1.780
N -2.3801 0.5163 -0.8072 -1.500 3.802 0.657
H -5.4416 2.2768 -1.3628 0.300 -0.140 0.613
H -4.7953 0.8216 -2.1395 -0.385 -0.599 0.846
H -4.0202 2.1993 -2.3839 0.270 0.778 0.243
H -2.9651 2.3130 -0.1042 0.370 0.605 -0.051
H -4.7914 1.7835 1.2538 -0.529 -0.161 0.051
H -3.3899 0.8065 1.5989 0.211 0.100 0.332
H -6.2963 -0.1998 2.2437 0.481 0.199 0.677
H -4.6590 -1.0879 2.6918 -0.158 0.821 0.413
H -5.9049 -1.8182 1.7764 0.072 0.104 -0.603
H -2.0202 0.9596 -1.6403 0.372 -0.776 -1.430
H -1.6376 0.6645 -0.1386 0.706 -1.348 0.954
C 2.7275 -1.8471 -2.6663 0.179 -0.449 1.018
C 1.6973 -2.9938 -2.9226 -0.957 -1.316 -0.296
C 2.1479 -4.4120 -2.5368 1.523 -0.629 -0.628
O 1.2426 -5.4494 -2.7812 -1.404 0.131 -0.107
C 1.8451 -6.6586 -3.2821 2.563 0.613 -0.619
N 0.5366 -2.5460 -2.1854 1.636 1.397 -1.842
H 3.5320 -1.6969 -3.3862 -0.357 -0.523 -0.418
H 3.1804 -2.1072 -1.7096 0.132 0.313 0.125
H 2.2103 -0.8949 -2.5482 0.090 0.051 -0.049
H 1.3991 -3.0531 -3.9694 -0.024 0.025 -0.010
H 2.5586 -4.4795 -1.5294 -0.215 0.292 0.333
H 2.9973 -4.4678 -3.2177 0.484 -0.604 -0.014
H 2.2231 -6.4760 -4.2880 0.123 0.407 -0.212
H 1.3946 -7.6400 -3.4306 -1.578 0.688 0.962
H 2.7332 -6.8292 -2.6737 0.066 -0.260 0.103
H 0.7793 -1.9920 -1.3766 -0.428 -0.212 1.625
H 0.1332 -1.9343 -2.8806 -1.824 0.047 0.209
C 2.8266 3.0535 1.0755 0.479 1.204 -0.785
C 3.3679 2.7477 2.4824 -1.230 1.675 -1.583
C 3.1231 3.8735 3.4939 -0.155 1.551 0.469
O 1.7215 4.2234 3.6545 0.949 -0.675 -0.960
C 1.3684 5.0957 4.7281 0.141 0.256 -0.517
N 2.5848 1.6732 2.9888 -0.074 -2.729 0.908
H 3.5126 3.7142 0.5455 0.502 -0.353 -0.159
H 1.9378 3.6770 0.9780 -0.469 -0.188 0.975
H 2.6109 2.1820 0.4574 0.425 -0.266 0.253
H 4.4258 2.5007 2.3933 -0.011 0.065 0.357
H 3.6864 4.7733 3.2465 0.088 0.123 -0.132
H 3.4834 3.5428 4.4680 0.298 -0.147 0.240
H 0.4536 5.5894 4.4001 -0.354 -0.510 0.356
H 2.0175 5.9584 4.8782 0.701 -0.264 -0.113
H 1.2848 4.5359 5.6596 -0.229 0.114 0.052
H 2.6742 1.8431 3.9804 -0.770 -0.817 0.496
H 1.6281 1.8392 2.7111 -0.271 0.061 0.295
C -1.6708 -2.7073 1.8743 0.557 1.743 -2.041
C -2.6342 -3.8280 2.2505 1.470 -2.549 -0.323
O -2.6621 -5.0555 1.3656 0.296 2.545 0.850
O -0.6363 -2.9506 0.8834 -0.976 -1.379 0.204
H -1.1399 -2.2385 2.7029 -0.326 -0.622 0.761
H -2.2793 -1.8817 1.5051 -0.264 0.245 -0.372
H -3.6567 -3.4673 2.3624 0.219 0.132 0.152
H -2.1641 -4.1551 3.1779 -0.897 -0.363 0.429
H -3.1143 -5.7008 1.9139 -0.051 -0.215 -0.016
H -0.1248 -2.1469 0.7643 -0.083 0.422 0.342
C 1.4612 2.4457 -2.4269 0.486 1.138 0.805
C 1.4588 3.5665 -3.5017 -1.646 -2.035 0.307
O 0.6579 3.1453 -4.5691 -0.311 -0.521 -1.468
O 0.1950 2.1003 -1.8243 -0.942 0.677 -0.748
H 2.0640 2.9259 -1.6561 0.437 -0.642 0.342
H 1.8479 1.4864 -2.7706 0.662 0.418 -0.407
H 2.4781 3.6375 -3.8812 -0.022 0.484 0.280
H 0.9720 4.4856 -3.1756 0.860 0.279 0.728
H -0.0795 2.6329 -4.2296 -0.107 0.134 0.033
H 0.3431 1.3499 -1.2440 0.533 -0.102 0.278
```
Forces are in eV/Å.

Summary:
Net charge: +2
Spin multiplicity: 3
HOMO (alpha / beta) (eV): -14.26 / -14.26
Max |F| (eV/A): 4.1



This record from OMol25 describes C4H5NO2 in the gas phase. The level of theory is ωB97M-V/def2-TZVPD.

Structure (XYZ):
```
12
Properties=species:S:1:pos:R:3:forces:R:3
N -2.1871 -0.2938 -0.5466 -0.025 0.020 0.056
C -0.8918 -0.0726 -0.1172 0.078 -0.026 0.033
C 0.2629 -0.7852 -0.2311 -0.028 0.076 -0.060
C 1.2875 0.1070 0.2445 -0.196 0.208 -0.046
O 2.6268 -0.1377 0.2575 0.046 -0.159 -0.025
C 0.6945 1.2580 0.6385 0.227 -0.138 0.048
O -0.6707 1.1314 0.4416 -0.076 -0.001 -0.179
H -2.8363 0.4180 -0.2452 0.027 -0.117 0.058
H -2.5437 -1.2320 -0.4468 0.101 0.102 0.052
H 0.3894 -1.7854 -0.6273 -0.052 0.235 0.021
H 2.8152 -0.7989 -0.4194 0.028 0.089 0.171
H 1.0533 2.1913 1.0514 -0.131 -0.289 -0.128
```
Forces are in eV/Å.

Summary:
HOMO (eV): -7.64
Max |F| (eV/A): 0.3
Energy relative to the best compared isomer or geometry (same formula, charge and spin) (eV): 1.1399



This record from OMol25 describes a 2-piece molecular cluster, C3H5NO3 overall. The level of theory is ωB97M-V/def2-TZVPD.

Structure (XYZ):
```
12
Properties=species:S:1:pos:R:3:forces:R:3
C -0.8591 1.4329 0.4718 -0.105 -0.612 0.211
C -0.7852 0.1609 -0.1817 2.844 1.247 0.283
C -0.6039 -1.2816 -0.2062 -0.741 0.709 -0.669
N 1.8973 -0.0070 -0.0304 -2.978 0.766 0.135
O 2.6173 0.8846 0.3350 1.250 0.047 0.005
O 2.2155 -1.1689 -0.2540 0.740 -0.340 0.154
O -0.7750 1.2297 -0.9747 0.215 -1.903 -0.115
H -1.8135 1.7551 0.6664 -2.294 0.740 0.826
H -0.1312 1.9456 1.0586 1.194 -0.083 -0.281
H 0.5085 -1.5030 -0.1575 -0.418 -0.271 0.056
H -0.9884 -1.5986 -1.1301 0.106 -0.473 -2.002
H -1.2823 -1.8498 0.4029 0.187 0.172 1.396
```
Forces are in eV/Å.

Summary:
HOMO (alpha / beta) (eV): -7.83 / -7.77
Max |F| (eV/A): 3.1
Energy relative to the best compared isomer or geometry (same formula, charge and spin) (eV): 8.2139



Question: max |F| of number 2 (C16H45AgClN3O7)?
Answer: 4.1 eV/A



Question: Number 4 is which compound?
Answer: C3H5NO3



Question: Which formula does entry 3 have?
Answer: C4H5NO2



Please write out number 4 again, unchanged.
This record from OMol25 describes a 2-piece molecular cluster, C3H5NO3 overall. The level of theory is ωB97M-V/def2-TZVPD.

Structure (XYZ):
```
12
Properties=species:S:1:pos:R:3:forces:R:3
C -0.8591 1.4329 0.4718 -0.105 -0.612 0.211
C -0.7852 0.1609 -0.1817 2.844 1.247 0.283
C -0.6039 -1.2816 -0.2062 -0.741 0.709 -0.669
N 1.8973 -0.0070 -0.0304 -2.978 0.766 0.135
O 2.6173 0.8846 0.3350 1.250 0.047 0.005
O 2.2155 -1.1689 -0.2540 0.740 -0.340 0.154
O -0.7750 1.2297 -0.9747 0.215 -1.903 -0.115
H -1.8135 1.7551 0.6664 -2.294 0.740 0.826
H -0.1312 1.9456 1.0586 1.194 -0.083 -0.281
H 0.5085 -1.5030 -0.1575 -0.418 -0.271 0.056
H -0.9884 -1.5986 -1.1301 0.106 -0.473 -2.002
H -1.2823 -1.8498 0.4029 0.187 0.172 1.396
```
Forces are in eV/Å.

Summary:
HOMO (alpha / beta) (eV): -7.83 / -7.77
Max |F| (eV/A): 3.1
Energy relative to the best compared isomer or geometry (same formula, charge and spin) (eV): 8.2139